(1)
A molecular structure, C19H30NPtSi2, computed with ωB97M-V with the def2-TZVPD basis set.

Values from the calculation:
**HOMO**: -11.4001 eV

Structure (ORCA input):
```
! wB97M-V def2-TZVPD RIJCOSX def2/J DEFGRID3
* xyz 1 1
Pt -0.58766 0.00616 0.86460
C 4.15634 0.00306 1.23720
H 0.43234 -1.26294 -3.96420
H -2.36096 1.12456 -2.12040
C -1.97056 -1.22334 2.45890
C 4.26714 -0.00334 -0.14780
H 2.76094 0.01746 2.87980
C 2.89104 0.01036 1.80730
C -1.88036 -1.91214 -1.56920
H 1.88814 1.86366 -3.18030
H 0.46834 -2.65934 0.77260
H 0.43254 1.26276 -3.95520
C 3.11494 -0.00294 -0.91470
C -1.04166 -1.21504 3.50350
H 0.60454 2.97356 -3.61000
H -2.30716 -1.92244 -0.56960
Si 0.01524 1.73376 -1.52020
H 0.59964 -2.97264 -3.61270
H -2.37276 2.14456 2.12130
Si 0.01624 -1.72554 -1.52690
H 0.46764 -3.95024 -0.42400
H -2.14016 2.85736 -2.06860
H 0.05234 -0.01234 4.90020
C -1.88086 1.92766 -1.57380
H 0.47724 2.67766 0.77540
H 0.47524 3.96236 -0.42800
H 1.88704 -1.86524 -3.18920
H 1.85624 2.89786 -0.28630
C -3.82116 -0.00694 1.20280
H -2.35996 -1.11934 -2.13090
C -1.94496 1.19846 2.43660
H 3.15884 -0.00814 -1.99170
H 1.85124 -2.88934 -0.28210
C 0.76764 -2.92504 -0.24230
H -4.63836 0.02406 1.92720
H -0.70756 -2.15454 3.92180
C -2.51926 -0.01154 1.95770
C 0.80974 1.97776 -3.23140
N 1.79194 0.01016 1.07070
C -1.00966 1.18856 3.47790
C 0.80834 -1.97614 -3.23810
C -0.59606 -0.01244 4.03910
C 1.88304 0.00326 -0.26950
C 0.54404 0.00306 -0.86350
H -3.92156 0.86666 0.56180
H 5.03854 0.00226 1.85540
H -3.95086 -0.90724 0.60520
H -2.40476 -2.16734 2.14500
H -2.14736 -2.85164 -2.04050
H 5.23594 -0.00784 -0.62310
H -2.31466 1.96426 -0.57800
C 0.77264 2.93706 -0.24200
H -0.64666 2.12686 3.87240
*
```

=====

(2)
A single C9H13IN2 molecule, computed with ωB97M-V with the def2-TZVPD basis set.

Values from the calculation:
**HOMO**: -7.6543 eV
**Energy above the lowest of the compared OMol25 structures with the same formula, charge and spin**: 0.0 kJ/mol

Structure (ORCA input):
```
! wB97M-V def2-TZVPD RIJCOSX def2/J DEFGRID3
* xyz 0 1
C 1.72750 1.74439 -0.15714
H 2.28741 2.65662 -0.34887
H -1.29493 2.78321 0.84311
H -1.13232 -0.22194 2.09014
H -0.88789 -1.79040 1.23594
H -0.09162 3.84578 0.10469
C -0.62168 2.77306 -0.00905
H -2.68753 -1.18696 1.45059
H -1.29218 2.75255 -0.89385
C -1.53001 -0.92451 1.34711
N 0.00860 0.40686 0.01853
H -2.69844 -1.30070 -1.00359
C 0.33964 1.69513 -0.10760
H 1.96068 -3.66225 0.32661
C -1.43510 -0.05531 0.06366
H 2.93336 -2.43804 -0.75290
C 2.04756 -2.67934 -0.10824
C 2.19678 0.42467 -0.11813
C -1.70031 -0.99927 -1.09987
H -1.58707 -0.40773 -2.04672
I 4.29341 -0.05383 0.05866
C 1.17217 -0.46137 -0.09448
H -2.19676 0.74506 0.01867
H -0.96146 -1.85641 -0.90867
N 1.15019 -1.78928 0.09141
*
```

=====

(3)
2 unconnected molecules or ions with the total composition C2F2N2, computed with ωB97M-V with the def2-TZVPD basis set.

Values from the calculation:
**HOMO (spin up / spin down)**: -12.3900 / -12.2179 eV
**Energy above the lowest of the compared OMol25 structures with the same formula, charge and spin**: 353.1 kJ/mol

Structure (ORCA input):
```
! wB97M-V def2-TZVPD RIJCOSX def2/J DEFGRID3
* xyz 0 1
N 1.22581 0.86573 0.00117
F 0.26631 -2.08950 0.08068
C 0.31464 0.05547 0.06874
F 2.53506 0.62415 -0.05632
N -2.19342 -0.14040 -0.06956
C -1.08902 0.16392 -0.09086
*
```

=====

(4)
A molecular structure, C24H36OsP2Si, computed with ωB97M-V with the def2-TZVPD basis set.

Values from the calculation:
**Expectation value of S²**: 6.03
**HOMO (spin up / spin down)**: -9.3406 / -13.7510 eV
**Energy above the lowest of the compared OMol25 structures with the same formula, charge and spin**: 25.4 kJ/mol

Structure (ORCA input):
```
! wB97M-V def2-TZVPD RIJCOSX def2/J DEFGRID3
* xyz 2 5
C -1.38636 1.31461 -3.70337
H -0.35366 -0.71330 -0.00298
C 1.27817 -1.36737 -4.02609
H -0.21675 1.19531 -5.52482
H 1.65495 -0.06341 4.66005
H 2.47741 1.77820 -3.44042
H -1.25132 -2.61828 4.68565
H -1.40890 -2.69775 1.71685
H 2.65462 1.74446 1.78528
H -1.49900 1.42966 5.61623
H -2.43498 -0.08407 5.83133
H 0.59734 0.48292 5.97263
H 2.24258 -2.85316 -5.27229
C 0.74778 -0.31030 5.22798
H 4.15193 -1.37226 -5.89150
C -2.25377 1.81300 -5.92381
C 1.23632 -2.61144 0.49194
C -0.41451 2.56556 2.90315
H -2.75448 0.99340 4.42543
P -0.73491 -0.31043 4.15443
H 1.40741 2.15620 4.14909
H -2.46623 -1.89064 3.62886
H -0.66048 -0.36532 -1.66340
C -0.60082 2.55639 1.49397
H -1.17673 2.81343 3.63107
C 2.29525 -1.83784 -4.87254
H 0.87041 -1.28152 5.72381
H -2.08557 1.90685 -6.99852
H 0.85112 2.18130 -0.16794
Si -0.06325 0.68983 -2.55744
H 0.35469 -2.77032 -0.14386
H -1.53219 2.76186 0.97929
C 3.45065 0.28164 -4.68207
H -0.44172 -3.69720 2.82202
C 0.95112 2.21822 3.17139
C -1.13267 -0.19838 0.56291
C -3.52392 2.05423 -5.38468
C 1.32300 -0.04585 -3.54972
H -2.77760 1.55542 -2.08272
C -1.19431 1.42653 -5.09187
C 1.61382 2.02115 1.92165
H -4.69300 2.15789 -3.57326
H 0.44112 -2.01221 -3.74071
H -4.36283 2.29288 -6.04193
Os 0.02156 0.64078 2.10140
H -1.61642 0.59835 -0.00762
C -1.98014 0.59217 5.09319
H 2.53485 -3.38327 2.81270
H 4.29503 0.92427 -4.93607
H 2.82838 -1.76463 3.49721
C 0.65642 2.22806 0.89095
C -0.73045 -2.66813 2.57768
H 0.48677 1.86241 -1.85524
C 3.37530 -1.01239 -5.21185
C 2.43368 0.76368 -3.84893
H 1.57685 -2.82115 4.19577
H -1.85833 -0.94548 0.88518
H 1.96921 -2.02091 -0.06717
C -3.70888 1.97029 -4.00044
C -1.38402 -2.00130 3.78391
H 1.67033 -3.59647 0.70742
C -2.64436 1.62571 -3.16267
P 0.84302 -1.78183 2.06887
C 2.05150 -2.50011 3.25665
*
```

=====

(5)
A gas-phase ion, C4H6N (charge +1), computed with ωB97M-V with the def2-TZVPD basis set.

Values from the calculation:
**HOMO**: -15.4301 eV
**Energy above the lowest of the compared OMol25 structures with the same formula, charge and spin**: 308.9 kJ/mol

Structure (ORCA input):
```
! wB97M-V def2-TZVPD RIJCOSX def2/J DEFGRID3
* xyz 1 1
C 0.39088 -1.44143 -0.11100
C -0.93958 -0.57167 0.35166
H 1.02502 -0.08066 1.62277
C -0.25902 0.65586 -0.06109
H 0.46067 -2.48170 0.12475
H -1.93076 -0.99651 0.65189
N 0.43674 -0.30493 0.80490
H -0.88975 2.14453 -1.16864
H 0.96721 -1.01321 -1.00563
H 0.81873 2.28714 -0.58354
C -0.08014 1.80260 -0.62608
*
```

=====

(6)
A molecular structure, C26H36As2FeN2O3S, computed with ωB97M-V with the def2-TZVPD basis set.

Values from the calculation:
**Expectation value of S²**: 6.01
**HOMO (spin up / spin down)**: -6.5161 / -6.5493 eV
**Energy above the lowest of the compared OMol25 structures with the same formula, charge and spin**: 39.2 kJ/mol

Structure (ORCA input):
```
! wB97M-V def2-TZVPD RIJCOSX def2/J DEFGRID3
* xyz 0 5
C 2.12042 -2.28058 1.89393
H 2.12588 3.94616 3.84895
H -3.83286 0.11299 0.99773
S 1.64079 1.02303 1.73522
H -3.33544 4.83131 -2.90576
H -3.61802 -0.09733 -2.64994
C -0.66012 2.04165 -2.71133
H 0.35949 3.15886 -4.23549
Fe 0.56955 -1.00401 -0.65973
H -2.89267 -3.96220 -0.48907
O -0.97271 -2.37515 -0.33133
C -1.08693 -2.64439 0.92858
H 2.90516 2.56004 0.44253
H -1.32416 4.93943 -4.35301
H -2.15013 -2.43849 3.41385
N 1.01508 -2.04993 1.25542
As 0.70949 0.62752 -2.65703
H 1.34497 -2.45539 3.87489
H -5.09644 -4.84803 0.26038
H -4.49806 1.06062 -0.34553
H 5.52637 -2.26634 -0.42903
O 0.79278 0.99965 0.48957
C 3.37666 -1.92789 1.32829
H 0.70758 2.05238 3.69377
H -0.41135 -0.64976 -4.56687
H 4.25880 -2.13256 1.92174
H 2.37565 2.01737 -4.02772
C 2.08229 -2.94990 3.24216
H 3.94255 1.24232 1.05619
H 4.26880 3.46813 2.41543
H 5.57650 -0.65201 0.27422
C -4.87113 -4.11080 2.26274
C -2.74639 2.98695 -1.98357
C -3.63095 0.92533 0.29919
C 3.43791 2.77640 2.55359
H 1.97475 4.29599 2.12803
H 0.12923 2.80774 2.19458
H 3.18911 1.11148 -2.73752
C 0.48268 -0.03177 -4.49512
H 3.05986 -2.93031 3.72110
C 3.15789 1.95084 1.31234
H 3.69227 2.10634 3.38062
C -3.23248 -3.82458 0.52946
H -4.37051 -3.27590 4.16993
As -2.01081 0.41424 -0.70980
C -2.39646 -3.15245 1.41773
C -4.45923 -4.31163 0.95282
H 2.30277 2.59586 -2.34723
C -2.81100 -2.95662 2.73225
C 2.31546 1.71369 -2.98488
H -5.83087 -4.48702 2.59415
H 1.75917 -3.98537 3.12973
N -0.14722 -2.51965 1.82070
C -2.58531 4.05226 -2.85559
H 5.05410 -0.87055 -1.41273
C 1.00998 2.45268 2.72713
H 0.40297 0.79418 -5.19951
H -3.45779 -1.49836 -1.55739
C -1.46110 4.11464 -3.66558
H 1.34767 -0.64434 -4.75060
C -2.92304 -0.69139 -2.05722
C -4.04418 -3.43218 3.14895
C 2.12248 3.49686 2.85607
H -2.17685 -1.14252 -2.71219
C -1.79630 1.97354 -1.89546
C 3.58159 -1.46520 0.03934
H -3.63564 2.94715 -1.36599
O 2.68247 -1.17701 -0.82047
C -0.51192 3.10844 -3.59240
H -3.44866 1.83311 0.87347
C 5.02554 -1.29760 -0.41166
*
```